[1]
{
  "formula": "C23H32BCrF4N5OS",
  "method": "the ωB97M-V functional and the def2-TZVPD basis",
  "total_energy_ev": -84681.405,
  "lumo_energy_ev": [-0.5, -0.7],
  "fmax_ev_per_a": 0.3,
  "s2": 6.02,
  "spin_multiplicity": 5,
  "gap_ha": [0.2540, 0.2891],
  "total_charge": 0,
  "homo_ev": [-7.4345, -8.5252],
  "elements": ["Cr", "C", "C", "N", "N", "C", "O", "C", "C", "C", "C", "C", "C", "C", "C", "C", "C", "C", "N", "H", "H", "H", "H", "H", "H", "H", "H", "H", "H", "H", "H", "F", "B", "F", "F", "F", "C", "C", "C", "C", "N", "C", "S", "N", "C", "C", "C", "C", "H", "H", "H", "H", "H", "H", "H", "H", "H", "H", "H", "H", "H", "H", "H", "H", "H", "H", "H", "H"],
  "positions_angstrom": [[-0.9896, -0.6500, -0.5233], [-0.7183, 2.6562, 2.2532], [-1.0866, 1.4726, 1.4234], [-0.3199, 0.9297, 0.5507], [0.9492, 1.3753, 0.3020], [1.4320, 0.6803, -0.7142], [0.7915, -0.2069, -1.3775], [2.8562, 0.9096, -1.0830], [3.6956, 1.6769, -0.2800], [5.0329, 1.8247, -0.6154], [5.5373, 1.2117, -1.7552], [4.6999, 0.4539, -2.5631], [3.3627, 0.3007, -2.2280], [-2.4128, 0.8267, 1.5363], [-3.3923, 1.2897, 2.3989], [-4.6141, 0.6316, 2.4458], [-4.8222, -0.4656, 1.6334], [-3.7987, -0.8720, 0.7906], [-2.6270, -0.2484, 0.7430], [0.3007, 2.9515, 2.0214], [-0.7977, 2.4276, 3.3175], [-1.3899, 3.4908, 2.0406], [3.2850, 2.1468, 0.6031], [5.6837, 2.4192, 0.0127], [6.5814, 1.3283, -2.0160], [5.0884, -0.0102, -3.4607], [2.6935, -0.2758, -2.8535], [-3.1970, 2.1544, 3.0160], [-5.3947, 0.9773, 3.1106], [-5.7608, -1.0002, 1.6349], [-3.9231, -1.7054, 0.1127], [-2.0701, -1.5058, -2.0676], [-3.0021, -0.4678, -2.6497], [-4.2585, -0.7606, -2.1651], [-2.5017, 0.7309, -2.1152], [-2.9052, -0.5407, -4.0089], [5.4125, -2.2469, 2.2325], [4.2788, -3.2644, 2.3355], [2.9123, -2.6365, 2.6054], [2.4558, -1.6615, 1.5265], [2.3671, -2.2846, 0.2086], [1.2490, -2.8012, -0.3306], [-0.2030, -2.9178, 0.5583], [1.3531, -3.2075, -1.5977], [0.2987, -3.7822, -2.4239], [0.7936, -5.0243, -3.1528], [1.2528, -6.1484, -2.2244], [0.1589, -6.6367, -1.2791], [6.3772, -2.7455, 2.1344], [5.4501, -1.6173, 3.1246], [5.2972, -1.5872, 1.3694], [4.5000, -3.9693, 3.1398], [4.2275, -3.8555, 1.4167], [2.9394, -2.0938, 3.5560], [2.1576, -3.4195, 2.7044], [3.1568, -0.8313, 1.4348], [1.4813, -1.2481, 1.7797], [3.1238, -2.0739, -0.4252], [2.2315, -3.0336, -2.0635], [-0.0527, -3.0294, -3.1318], [-0.5360, -4.0127, -1.7682], [1.6074, -4.7498, -3.8325], [-0.0259, -5.3804, -3.7829], [2.1136, -5.8129, -1.6382], [1.6046, -6.9798, -2.8396], [-0.1365, -5.8595, -0.5724], [0.5009, -7.4954, -0.7003], [-0.7295, -6.9413, -1.8372]]
}

***

[2]
{
  "formula": "C17H32Cl18IN3O2PS",
  "method": "the ωB97M-V functional and the def2-TZVPD basis",
  "total_energy_ev": -280326.760,
  "lumo_energy_ev": -5.5,
  "fmax_ev_per_a": 6.8,
  "spin_multiplicity": 1,
  "gap_ha": 0.2266,
  "total_charge": 1,
  "homo_ev": -11.6997,
  "elements": ["N", "C", "C", "C", "C", "N", "N", "C", "C", "P", "O", "O", "C", "S", "C", "I", "H", "H", "H", "H", "H", "H", "H", "H", "H", "H", "H", "H", "H", "H", "C", "Cl", "Cl", "H", "H", "C", "Cl", "Cl", "H", "H", "C", "Cl", "Cl", "H", "H", "C", "Cl", "Cl", "H", "H", "C", "Cl", "Cl", "H", "H", "C", "Cl", "Cl", "H", "H", "C", "Cl", "Cl", "H", "H", "C", "Cl", "Cl", "H", "H", "C", "Cl", "Cl", "H", "H"],
  "positions_angstrom": [[4.6183, -1.7597, 1.4894], [4.5161, -0.7387, 0.3377], [5.1818, 0.7006, 0.7486], [4.0543, 1.9152, 0.9763], [3.0607, 2.0806, -0.3143], [1.7329, 1.3670, -0.2049], [1.4324, 0.6748, 0.9231], [0.1228, -0.0057, 0.9776], [-1.0898, -0.1422, -0.1105], [-2.7201, -1.1159, 0.0957], [-4.0315, -0.2810, -0.7055], [-3.0263, -1.1421, 1.8237], [-0.7037, 0.7234, -1.4945], [-1.8637, 0.8588, -2.9658], [0.7567, 1.4205, -1.3231], [1.3955, 2.6494, -3.0751], [3.6714, -1.9883, 1.8670], [4.9740, -2.6498, 1.0396], [3.4420, -0.6783, -0.1221], [5.2096, -1.1933, -0.5220], [5.9238, 0.6106, 1.6571], [5.8222, 1.0650, -0.1900], [3.5219, 1.8505, 2.0170], [4.7105, 2.9123, 1.0153], [2.8773, 3.2442, -0.4535], [3.6781, 1.6951, -1.2605], [-0.0970, -0.5656, 2.0118], [-3.7297, 0.6887, -0.7275], [-3.6580, -0.3514, 1.9573], [-1.4102, -0.0742, -3.9500], [-6.5272, -0.7319, 1.3378], [-6.2371, 0.2747, 2.7618], [-8.2222, -0.6576, 0.8411], [-5.9001, -0.3760, 0.5168], [-6.2712, -1.7672, 1.5757], [-8.3831, 1.1764, 5.6955], [-9.2485, 2.6359, 5.1991], [-8.0435, 1.1974, 7.4302], [-8.9970, 0.3027, 5.4637], [-7.4388, 1.1194, 5.1487], [3.1750, -0.6734, -5.2673], [4.4220, 0.1913, -4.3605], [1.6127, -0.5831, -4.4448], [3.0811, -0.2251, -6.2593], [3.4669, -1.7221, -5.3623], [-6.6750, -0.4706, -2.5273], [-7.4975, -2.0308, -2.4063], [-6.8418, 0.2121, -4.1494], [-7.1143, 0.2203, -1.8037], [-5.6138, -0.6099, -2.3074], [5.2750, -1.8367, 5.0927], [6.5220, -0.9720, 5.9995], [3.7127, -1.7464, 5.9152], [5.1811, -1.3884, 4.1007], [5.5669, -2.8854, 4.9977], [-9.3972, 1.5003, 11.0447], [-11.1090, 1.1340, 11.2917], [-8.3754, 0.4873, 12.0718], [-9.1417, 1.3177, 9.9982], [-9.2190, 2.5500, 11.2904], [4.3301, -4.1976, -2.0632], [3.4647, -2.7381, -2.5595], [4.6697, -4.1766, -0.3284], [3.7162, -5.0713, -2.2949], [5.2745, -4.2546, -2.6099], [7.3583, 3.1064, -5.3376], [6.9405, 2.1663, -3.8999], [6.8708, 2.2629, -6.8128], [6.8461, 4.0705, -5.2934], [8.4394, 3.2634, -5.3583], [1.4982, -0.2834, -8.8474], [3.2542, -0.0819, -8.8106], [0.9919, -1.6366, -7.8287], [1.0273, 0.6324, -8.4821], [1.1836, -0.4753, -9.8760]]
}

***

[3]
{
  "formula": "C12H24Br8I2O2P",
  "method": "the ωB97M-V functional and the def2-TZVPD basis",
  "total_energy_ev": -602759.224,
  "lumo_energy_ev": 2.0,
  "fmax_ev_per_a": 0.8,
  "spin_multiplicity": 1,
  "gap_ha": 0.2303,
  "total_charge": -1,
  "homo_ev": -4.2789,
  "elements": ["C", "C", "I", "C", "I", "P", "C", "O", "O", "H", "H", "H", "H", "H", "H", "H", "H", "Br", "C", "C", "Br", "H", "H", "H", "H", "Br", "C", "C", "Br", "H", "H", "H", "H", "Br", "C", "C", "Br", "H", "H", "H", "H", "Br", "C", "C", "Br", "H", "H", "H", "H"],
  "positions_angstrom": [[-6.5072, 1.4025, -1.9071], [-6.6021, 0.0994, -1.1264], [-8.7312, -0.3771, -0.9374], [-5.8205, -1.0800, -1.6769], [-6.3378, -1.6175, -3.6956], [-3.8229, -0.8337, -1.4996], [-1.9353, -0.7124, -1.2771], [-1.2808, -1.1568, -2.2357], [-1.5390, -0.2174, -0.1800], [-6.7087, 1.2355, -2.9656], [-5.5295, 1.8687, -1.7763], [-7.2451, 2.1149, -1.5337], [-6.2459, 0.2364, -0.1042], [-6.0630, -1.9526, -1.0682], [-4.0048, 0.5479, -1.2871], [-3.6537, -1.3325, -2.8250], [-3.9334, -1.6399, -0.3273], [2.9249, -0.4061, 2.2129], [1.8556, 0.0840, 0.6455], [1.3887, -1.1209, -0.1146], [2.8475, -1.9153, -1.1474], [2.4733, 0.7469, 0.0490], [0.9986, 0.6277, 1.0384], [0.6115, -0.8432, -0.8334], [1.0081, -1.9023, 0.5346], [3.3826, -4.5974, 5.1379], [4.4153, -4.7966, 3.5000], [3.6805, -4.2748, 2.2957], [2.2668, -5.4851, 1.7304], [4.6542, -5.8512, 3.4127], [5.3271, -4.2254, 3.6598], [4.3530, -4.1934, 1.4451], [3.2150, -3.3123, 2.4755], [-2.9492, 2.2814, -3.3859], [-1.4646, 3.5202, -3.5952], [-0.1531, 2.7740, -3.5472], [0.1618, 2.2185, -1.7168], [-1.5351, 4.2267, -2.7748], [-1.6224, 4.0370, -4.5397], [0.6805, 3.4071, -3.8439], [-0.1696, 1.8754, -4.1562], [7.7126, 1.2865, 4.0278], [6.3706, 2.6922, 4.1249], [5.3111, 2.5407, 3.0675], [5.9585, 3.0589, 1.3091], [6.9043, 3.6332, 4.0427], [5.9286, 2.6069, 5.1148], [4.4718, 3.1996, 3.2772], [4.9523, 1.5216, 2.9771]]
}

***

[4]
{
  "formula": "C33H45N5NiO",
  "method": "the ωB97M-V functional and the def2-TZVPD basis",
  "total_energy_ev": -85488.091,
  "lumo_energy_ev": [4.1, 4.1],
  "fmax_ev_per_a": 2.7,
  "s2": 2.01,
  "spin_multiplicity": 3,
  "gap_ha": [0.0467, 0.1612],
  "total_charge": -2,
  "homo_ev": [2.8277, -0.3311],
  "elements": ["Ni", "N", "N", "C", "C", "C", "C", "H", "H", "H", "C", "C", "H", "H", "H", "C", "C", "H", "H", "H", "C", "H", "H", "H", "C", "H", "H", "H", "C", "H", "C", "H", "C", "H", "C", "H", "C", "C", "H", "C", "C", "H", "C", "H", "N", "C", "C", "C", "H", "C", "C", "H", "H", "H", "C", "H", "C", "C", "H", "H", "H", "C", "H", "H", "H", "C", "N", "C", "C", "O", "N", "C", "C", "H", "H", "H", "H", "H", "H", "H", "H", "H", "H", "H", "H"],
  "positions_angstrom": [[1.0532, 0.1104, -0.0109], [-0.1290, -2.5433, 2.3009], [0.6552, -2.4428, -0.9483], [2.2847, 1.6206, -0.3789], [3.1113, 0.4663, -0.0971], [2.8337, 0.0474, 1.2433], [3.5044, -1.0413, 2.0083], [4.1433, -1.6404, 1.3514], [2.7765, -1.7055, 2.4970], [4.1355, -0.6122, 2.8017], [1.8825, 0.9397, 1.8083], [1.5182, 0.9570, 3.2483], [2.3423, 1.3848, 3.8437], [1.3295, -0.0548, 3.6317], [0.6198, 1.5590, 3.4157], [1.4760, 1.8794, 0.8006], [0.4433, 2.9357, 0.9556], [-0.4193, 2.5305, 1.5069], [0.0943, 3.2449, -0.0370], [0.8270, 3.8147, 1.4926], [4.1483, -0.1478, -0.9585], [5.0956, -0.2198, -0.4117], [4.3026, 0.4542, -1.8539], [3.8899, -1.1676, -1.2725], [2.1854, 2.3942, -1.6348], [1.1498, 2.3921, -2.0061], [2.8038, 1.9409, -2.4115], [2.4934, 3.4335, -1.4745], [-1.0161, -2.9712, 3.2033], [-1.0238, -2.4613, 4.1703], [-1.9139, -4.0353, 3.0003], [-2.5929, -4.3302, 3.8021], [-1.8389, -4.7339, 1.7962], [-2.4722, -5.5890, 1.5928], [-0.8984, -4.3458, 0.8592], [-0.7058, -4.8589, -0.0738], [-0.0165, -3.2783, 1.1842], [1.0239, -2.9330, 0.3018], [1.9391, -2.4888, 0.7231], [0.5740, -1.0948, -1.2643], [0.3643, -3.1966, -2.0801], [0.2891, -4.2641, -2.0373], [0.2772, -2.3490, -3.1068], [0.1677, -2.5286, -4.1524], [0.3871, -1.0545, -2.6083], [0.4285, 0.0867, -3.5002], [1.5622, 0.2646, -4.3140], [1.5978, 1.3539, -5.1935], [2.4961, 1.5165, -5.7971], [0.5147, 2.2235, -5.3199], [0.5741, 3.4073, -6.2453], [0.5483, 4.3571, -5.6941], [-0.2783, 3.4160, -6.9350], [1.4929, 3.3882, -6.8389], [-0.6215, 1.9905, -4.5430], [-1.4800, 2.6592, -4.6466], [-0.6979, 0.9082, -3.6575], [-1.9783, 0.6289, -2.9381], [-2.4336, -0.3288, -3.2275], [-2.7027, 1.4149, -3.1798], [-1.8402, 0.6266, -1.8486], [2.7369, -0.6594, -4.2706], [2.6345, -1.5055, -4.9677], [2.9252, -1.0620, -3.2684], [3.6347, -0.1036, -4.5771], [-1.3243, 0.1748, 5.0454], [-2.4738, 0.5846, 4.2708], [-3.2650, 1.6547, 4.8505], [-2.4142, 0.4380, 2.8949], [-1.3679, 0.1969, 2.2672], [-3.6093, 0.5817, 2.2181], [-4.8546, 0.1883, 2.8555], [-3.5032, 0.3715, 0.7881], [-1.6392, -0.4070, 5.9224], [-0.7699, 1.0511, 5.4008], [-0.6717, -0.4302, 4.4197], [-3.7949, 2.1909, 4.0556], [-3.9773, 1.2397, 5.5779], [-2.5931, 2.3471, 5.3798], [-5.5136, -0.2348, 2.0923], [-4.6538, -0.5649, 3.6289], [-5.3609, 1.0492, 3.3074], [-2.8820, 1.1646, 0.3488], [-3.0342, -0.6015, 0.5689], [-4.5058, 0.4065, 0.3492]]
}

***

[5]
{
  "formula": "C6H11N",
  "method": "the ωB97M-V functional and the def2-TZVPD basis",
  "total_energy_ev": -7886.778,
  "lumo_energy_ev": 0.4,
  "fmax_ev_per_a": 3.0,
  "smiles": "C=C(/C=C\\C)NC",
  "spin_multiplicity": 1,
  "gap_ha": 0.2985,
  "total_charge": 0,
  "homo_ev": -7.7100,
  "elements": ["C", "N", "C", "C", "C", "C", "C", "H", "H", "H", "H", "H", "H", "H", "H", "H", "H", "H"],
  "positions_angstrom": [[0.5359, 0.0027, 2.1282], [0.8321, -1.0157, 1.1453], [0.5928, -0.7462, -0.2344], [0.1397, -1.7855, -0.9630], [-1.4145, 1.0702, -1.4283], [-0.2365, 1.2319, -0.5061], [0.9808, 0.6150, -0.7413], [1.0564, 0.9239, 1.8654], [-0.5232, 0.2967, 2.2035], [0.8788, -0.3245, 3.1054], [0.4339, -1.9281, 1.3047], [0.1243, -1.8052, -2.0410], [0.0443, -2.7266, -0.4323], [-1.2847, 0.1361, -1.9726], [-1.4109, 1.9033, -2.1324], [-2.3718, 1.0257, -0.9040], [-0.3450, 2.1095, 0.1448], [1.9677, 1.0167, -0.5418]]
}

***

[6]
{
  "formula": "C4H11NO2",
  "method": "the ωB97M-V functional and the def2-TZVPD basis",
  "total_energy_ev": -9910.752,
  "lumo_energy_ev": 0.8,
  "fmax_ev_per_a": 1.6,
  "smiles": "C[C@H](O)CNCO",
  "spin_multiplicity": 1,
  "gap_ha": 0.3801,
  "total_charge": 0,
  "homo_ev": -9.4990,
  "elements": ["C", "C", "C", "O", "N", "C", "O", "H", "H", "H", "H", "H", "H", "H", "H", "H", "H", "H"],
  "positions_angstrom": [[0.4719, 0.1805, 0.2201], [-0.7655, 1.0735, 0.3227], [-0.3943, 2.2584, 1.1943], [-1.8828, 0.4162, 0.8976], [0.1353, -1.2438, -0.0006], [0.2648, -1.7715, -1.3033], [1.5447, -2.4299, -1.4050], [1.0845, 0.5711, -0.5882], [1.0652, 0.1867, 1.1350], [-1.0524, 1.4656, -0.6457], [0.5795, 2.6812, 0.9262], [-1.1247, 3.0576, 1.0892], [-0.4609, 1.9664, 2.2369], [-1.5686, -0.4610, 1.1543], [0.6018, -1.7985, 0.6989], [0.1821, -1.0517, -2.1172], [-0.4756, -2.5524, -1.4858], [1.7948, -2.5485, -2.3295]]
}